Molecular formula: CH2IN
Method: DFT, ωB97M-V with the def2-TZVPD basis set

Each line ends with the natural charge from an NBO analysis.
Geometry (Å):
H: -0.74 0.95 -0.20  0.36
N: 0.35 1.09 0.02  -0.61
C: 0.97 0.02 0.10  -0.02
I: 3.07 0.01 0.00  0.09
H: 0.57 -0.99 0.19  0.18

orbital gap: 10.209 eV
max |F|: 0.0604 Eh/bohr
structure (SMILES): [H]/N=C/I
electronic energy: -391.71536 a.u.

---

Molecular formula: CH2INO
Method: DFT, ωB97M-V with the def2-TZVPD basis set

Each line ends with the natural charge from an NBO analysis.
Geometry (Å):
C: -0.13 1.25 -0.08  0.48
N: -0.29 0.20 0.61  -0.55
O: 0.61 2.18 -0.20  -0.44
I: -4.36 -0.11 -0.01  -0.16
H: -1.26 1.28 -0.69  0.24
H: -1.15 -0.41 0.67  0.42

orbital gap (alpha / beta): 3.850 / 3.798 eV
max |F|: 0.0436 Eh/bohr
electronic energy: -466.80095 a.u.

---

Molecular formula: CH2INO4
Method: DFT, ωB97M-V with the def2-TZVPD basis set

Each line ends with the natural charge from an NBO analysis.
Geometry (Å):
O: -0.24 0.32 1.88  -0.50
C: 0.51 0.32 1.00  0.65
O: 1.49 -0.61 0.82  -0.46
N: 2.13 -1.45 1.81  0.76
O: 2.23 -1.01 2.88  -0.32
O: 2.48 -2.46 1.43  -0.27
H: 0.65 1.12 0.15  0.14
I: -1.52 -0.36 -3.13  -0.09
H: -1.80 1.16 -3.06  0.09

orbital gap: 10.426 eV
max |F|: 0.0977 Eh/bohr
structure (SMILES): O=CO[N+](=O)[O-].I
electronic energy: -692.54419 a.u.

---

Molecular formula: CH2INOS
Method: DFT, ωB97M-V with the def2-TZVPD basis set

Each line ends with the natural charge from an NBO analysis.
Geometry (Å):
C: 0.23 1.84 -0.47  0.25
N: 0.44 1.64 -1.63  -0.66
O: -1.30 -0.32 -0.44  -1.06
S: 0.12 2.20 1.04  -0.01
I: -2.89 0.34 0.03  1.05
H: -3.59 -0.77 1.14  0.02
H: 0.27 0.90 -2.16  0.41

orbital gap: 8.887 eV
max |F|: 0.0797 Eh/bohr
electronic energy: -865.03115 a.u.

---

Molecular formula: CH2IOP
Method: DFT, ωB97M-V with the def2-TZVPD basis set

Each line ends with the natural charge from an NBO analysis.
Geometry (Å):
O: -1.89 -0.33 -0.05  -0.50
C: -0.76 -0.23 -0.43  0.11
P: 0.46 1.04 0.06  0.33
I: 2.47 -0.42 0.12  -0.10
H: -0.46 -1.05 -1.26  0.13
H: 0.18 0.99 1.55  0.03

orbital gap: 8.782 eV
max |F|: 0.0716 Eh/bohr
structure (SMILES): O=CPI
electronic energy: -753.56193 a.u.

---

Molecular formula: CH2IP
Method: DFT, ωB97M-V with the def2-TZVPD basis set

Each line ends with the natural charge from an NBO analysis.
Geometry (Å):
C: 0.55 -0.13 -0.19  -0.57
P: 0.50 -1.64 0.36  0.39
I: -1.92 2.65 -0.88  0.01
H: 0.71 0.51 -1.02  0.19
H: 0.17 -1.40 1.73  -0.03

orbital gap (alpha / beta): 9.307 / 5.061 eV
max |F|: 0.0080 Eh/bohr
electronic energy: -678.19114 a.u.